Below is a molecular structure, C33H31F2N4OPRuS2, with properties calculated with ωB97M-V/def2-TZVPD.

```
! wB97M-V def2-TZVPD RIJCOSX def2/J DEFGRID3
* xyz 1 6
Ru 0.297 -1.583 -0.068
S 2.469 -1.436 3.862
C 0.796 -1.453 4.216
C 0.033 -1.456 3.092
C 0.825 -1.438 1.892
C 2.169 -1.416 2.183
C 3.210 -1.365 1.148
C 4.574 -1.331 1.398
C 5.444 -1.310 0.323
C 4.938 -1.328 -0.968
C 3.567 -1.352 -1.136
N 2.727 -1.357 -0.100
H 0.466 -1.469 5.245
H -1.047 -1.471 3.104
H 4.946 -1.327 2.415
H 6.513 -1.287 0.492
H 5.590 -1.327 -1.830
H 3.115 -1.367 -2.120
O 0.949 -2.839 -2.650
N 0.438 -1.621 -2.131
C 0.660 -0.658 -3.103
C 0.666 0.730 -2.974
C 0.788 1.460 -4.204
C 0.721 2.820 -4.255
C 0.525 3.569 -3.077
C 0.438 2.905 -1.875
C 0.530 1.507 -1.784
P 0.489 0.845 -0.123
C 1.909 1.554 0.749
C 2.984 2.029 -0.002
C 4.125 2.506 0.629
C 4.198 2.519 2.015
C 3.131 2.047 2.771
C 1.995 1.557 2.144
C -1.050 1.575 0.542
C -2.214 1.257 -0.163
C -3.425 1.828 0.184
C -3.496 2.718 1.251
C -2.345 3.044 1.950
C -1.122 2.483 1.592
H 0.376 -3.521 -2.270
H 0.817 -1.072 -4.091
H 0.923 0.891 -5.118
H 0.814 3.327 -5.209
H 0.449 4.648 -3.112
H 0.308 3.484 -0.967
H 2.933 2.022 -1.084
H 4.953 2.872 0.035
H 5.086 2.895 2.507
H 3.187 2.049 3.853
H 1.182 1.170 2.748
H -2.165 0.586 -1.013
H -4.315 1.595 -0.391
H -4.442 3.171 1.523
H -2.388 3.755 2.765
H -0.232 2.783 2.127
F 2.104 -4.020 -0.107
C 0.862 -3.666 0.279
F -0.016 -4.370 -0.537
H 0.709 -4.010 1.297
C -5.016 -1.153 1.722
N -4.784 -1.440 0.319
C -5.842 -1.253 -0.679
C -5.223 -1.842 -1.957
N -3.819 -1.977 -1.562
C -3.648 -1.855 -0.237
S -2.195 -2.188 0.577
H -5.812 -1.792 2.104
H -5.304 -0.108 1.846
H -4.103 -1.338 2.279
H -6.072 -0.191 -0.780
H -6.749 -1.770 -0.372
H -5.330 -1.180 -2.811
H -5.650 -2.811 -2.208
H -3.125 -2.454 -2.112
*
```

Calculated values
- ⟨S²⟩: 8.805
- Calculated total energy: -81698.6470 eV
- Molecular weight: 733.81 g mol⁻¹
- Highest occupied orbital energy (alpha / beta): -8.449 / -10.695 eV
- Largest force on an atom: 0.0145 Eh/bohr



Below is a molecular structure, C34H39CaCl3FN5O3S in a non-equilibrium geometry, with properties calculated with ωB97M-V/def2-TZVPD.

```
! wB97M-V def2-TZVPD RIJCOSX def2/J DEFGRID3
* xyz 0 1
Ca -0.257 -0.485 -0.065
C 0.890 -0.331 -3.318
C -0.524 -0.350 -3.877
C -1.532 0.440 -3.076
C -2.835 0.530 -3.555
C -3.742 1.344 -2.903
C -3.312 2.067 -1.803
C -2.005 1.908 -1.386
N -1.128 1.092 -1.984
N 1.100 -1.176 -2.133
C 0.744 -2.576 -2.401
C -0.708 -2.892 -2.127
C -1.323 -3.974 -2.746
C -2.648 -4.249 -2.453
C -3.325 -3.426 -1.565
C -2.640 -2.370 -0.990
N -1.354 -2.117 -1.256
C 2.507 -1.081 -1.752
C 2.790 -1.714 -0.409
C 4.099 -1.865 0.026
C 4.336 -2.569 1.194
C 3.261 -3.110 1.880
C 1.988 -2.869 1.400
N 1.748 -2.176 0.284
H 1.125 0.695 -3.027
H 1.589 -0.632 -4.114
H -0.889 -1.369 -4.000
H -0.487 0.084 -4.879
H -3.120 -0.036 -4.434
H -4.761 1.426 -3.258
H -3.981 2.721 -1.264
H -1.625 2.464 -0.538
H 1.323 -3.216 -1.737
H 0.998 -2.861 -3.432
H -0.764 -4.584 -3.445
H -3.144 -5.093 -2.914
H -4.362 -3.601 -1.318
H -3.115 -1.689 -0.293
H 2.790 -0.026 -1.733
H 3.150 -1.568 -2.503
H 4.913 -1.448 -0.554
H 5.346 -2.699 1.559
H 3.404 -3.683 2.783
H 1.115 -3.247 1.914
C -3.214 3.138 2.020
C -2.307 1.918 2.068
C -2.201 1.346 3.479
O -1.009 2.268 1.569
C -2.862 0.761 1.185
O -4.070 0.667 1.001
O -1.973 -0.054 0.756
H -3.009 3.811 2.853
H -4.252 2.813 2.055
H -3.052 3.686 1.090
H -1.785 2.089 4.164
H -1.551 0.468 3.458
H -3.189 1.053 3.833
H -0.376 2.255 2.294
Cl 2.003 1.758 4.818
C 2.552 0.573 3.685
Cl 4.203 0.739 3.186
Cl 2.596 -1.448 5.052
C 1.655 0.266 2.670
N 0.904 0.027 1.815
F 4.751 6.585 -1.538
C 4.056 5.476 -1.234
C 2.675 5.491 -1.370
C 1.964 4.354 -1.067
C 2.616 3.175 -0.614
C 1.913 2.009 -0.324
C 4.031 3.224 -0.474
C 4.743 4.357 -0.786
H 2.188 6.397 -1.705
H 0.884 4.347 -1.152
H 2.433 1.167 0.108
H 0.837 1.957 -0.441
H 4.545 2.344 -0.106
H 5.819 4.400 -0.685
C -0.800 -2.497 4.024
S -1.462 -2.960 2.400
C -3.213 -2.655 2.730
H -1.277 -1.577 4.355
H 0.271 -2.328 3.929
H -0.983 -3.293 4.743
H -3.524 -3.233 3.599
H -3.782 -2.970 1.858
H -3.380 -1.592 2.899
*
```

Calculated values
- Calculated total energy: -119044.7622 eV
- Molecular weight: 763.22 g mol⁻¹
- Highest occupied orbital energy (alpha / beta): -7.464 / -6.781 eV
- Largest force on an atom: 0.0614 Eh/bohr



Below is a molecular structure, C29H82F3FeN14O15 in a non-equilibrium geometry, with properties calculated with ωB97M-V/def2-TZVPD.

```
! wB97M-V def2-TZVPD RIJCOSX def2/J DEFGRID3
* xyz 2 6
Fe -0.159 3.111 -2.324
C 0.415 0.045 -1.522
O -0.618 0.441 -0.662
O 0.365 1.142 -2.423
C 1.803 -0.431 -0.854
F 2.800 -0.697 -1.728
F 2.301 0.550 -0.059
F 1.589 -1.478 -0.078
C -1.345 -0.620 0.030
C -2.505 0.016 0.756
H -3.273 -0.577 1.253
H -2.080 0.743 1.448
H -3.094 0.617 0.063
H -0.797 -1.220 0.757
H -1.622 -1.412 -0.666
H 0.015 -0.823 -2.046
C 0.268 3.103 0.826
O 0.012 3.193 -0.364
N 0.116 1.981 1.479
N 0.722 3.986 1.574
H -0.216 1.156 1.001
H 0.321 1.882 2.463
H 0.874 4.922 1.224
H 0.820 3.869 2.572
C 2.919 3.755 -2.201
O 1.746 3.800 -2.372
N 3.642 4.312 -1.252
N 3.620 2.873 -2.888
H 3.214 4.784 -0.468
H 4.628 4.507 -1.352
H 3.303 2.385 -3.714
H 4.603 2.879 -2.657
C -0.009 3.478 -5.430
O -0.228 3.203 -4.279
N -0.899 4.113 -6.146
N 1.037 3.202 -6.117
H -1.664 4.534 -5.639
H -0.628 4.562 -7.009
H 1.096 3.380 -7.109
H 1.629 2.461 -5.769
C 2.370 0.083 -5.304
O 2.681 1.262 -5.135
N 1.216 -0.461 -4.923
N 3.149 -0.885 -5.856
H 0.972 -1.441 -4.921
H 0.593 0.183 -4.458
H 3.660 -0.546 -6.658
H 2.660 -1.766 -5.935
C -4.662 -1.901 -0.971
O -3.863 -2.121 -1.816
N -5.670 -1.110 -1.087
N -4.675 -2.487 0.210
H -6.178 -0.988 -0.222
H -5.806 -0.545 -1.913
H -3.835 -2.988 0.462
H -5.396 -2.233 0.870
C -0.403 1.942 4.797
O 0.557 1.729 4.086
N -0.301 2.041 6.076
N -1.593 2.232 4.408
H 0.562 1.716 6.488
H -1.025 2.333 6.717
H -1.814 2.351 3.430
H -2.338 2.278 5.090
C -3.203 2.440 -2.091
O -2.102 2.907 -2.061
N -3.643 1.529 -2.983
N -4.141 2.695 -1.227
H -2.916 1.172 -3.586
H -4.579 1.167 -2.873
H -4.166 3.564 -0.713
H -5.001 2.170 -1.154
C -1.814 -1.542 3.734
C -2.488 -2.771 4.343
C -3.921 -2.919 3.867
O -1.703 -3.943 4.052
H -0.734 -1.676 3.789
H -2.119 -0.571 4.124
H -2.010 -1.514 2.662
H -2.548 -2.661 5.425
H -4.599 -2.087 4.059
H -4.463 -3.722 4.366
H -4.054 -3.278 2.846
H -1.094 -4.090 4.780
C 6.204 1.305 -1.108
C 7.053 0.723 -0.009
C 7.237 -0.819 -0.199
O 8.306 1.454 -0.018
H 6.612 1.040 -2.083
H 6.056 2.371 -0.936
H 5.307 0.702 -0.970
H 6.563 0.866 0.954
H 7.918 -1.264 0.527
H 7.703 -1.093 -1.146
H 6.224 -1.216 -0.143
H 8.125 2.396 -0.049
C -5.759 2.026 4.431
C -4.725 1.558 3.363
C -5.530 0.832 2.246
O -4.139 2.682 2.785
H -6.061 1.344 5.226
H -6.680 2.379 3.967
H -5.343 2.912 4.911
H -4.014 0.835 3.764
H -5.055 0.851 1.265
H -6.575 1.133 2.176
H -5.501 -0.248 2.394
H -4.838 3.216 2.400
C -1.779 -6.127 1.263
C -1.438 -4.834 0.550
C -2.077 -4.792 -0.899
O -2.142 -3.897 1.334
H -1.780 -6.123 2.353
H -1.178 -6.974 0.931
H -2.826 -6.385 1.101
H -0.379 -4.577 0.511
H -1.834 -5.738 -1.384
H -1.806 -3.887 -1.442
H -3.165 -4.853 -0.855
H -2.016 -4.212 2.232
C 2.947 -3.420 -3.748
C 1.650 -4.007 -4.292
C 0.621 -4.118 -3.167
O 1.105 -3.159 -5.252
H 3.744 -3.544 -4.481
H 3.243 -3.914 -2.823
H 3.046 -2.340 -3.638
H 1.851 -4.995 -4.705
H -0.398 -4.322 -3.495
H 0.554 -3.337 -2.409
H 0.885 -5.064 -2.694
H 0.650 -3.712 -5.890
C 5.252 1.760 4.221
C 4.109 1.604 3.310
C 3.458 0.197 3.341
O 3.104 2.611 3.638
H 5.671 2.754 4.064
H 6.107 1.111 4.028
H 4.895 1.702 5.249
H 4.426 1.773 2.281
H 2.537 0.185 2.758
H 3.224 -0.104 4.362
H 4.075 -0.643 3.022
H 2.287 2.121 3.758
*
```

Calculated values
- ⟨S²⟩: 8.760
- Calculated total energy: -125508.8271 eV
- Molecular weight: 979.90 g mol⁻¹
- Highest occupied orbital energy (alpha / beta): -13.147 / -13.147 eV
- Largest force on an atom: 0.1556 Eh/bohr



Below is a gas-phase ion, C3H5ClF2NO (charge +1) in a non-equilibrium geometry, with properties calculated with ωB97M-V/def2-TZVPD.

```
! wB97M-V def2-TZVPD RIJCOSX def2/J DEFGRID3
* xyz 1 1
C 1.893 0.671 0.186
C -1.559 -0.436 -0.516
C -0.616 0.440 0.293
N 0.668 -0.216 0.262
O 1.664 1.783 0.452
F 0.627 -1.064 1.289
F 0.749 -1.095 -0.805
Cl 3.273 -0.227 -0.135
H -1.416 -0.144 -1.609
H -1.317 -1.509 -0.288
H -2.637 -0.290 -0.277
H -1.015 0.656 1.308
H -0.314 1.430 -0.158
*
```

Calculated values
- Calculated total energy: -24673.9866 eV
- Molecular weight: 144.53 g mol⁻¹
- Highest occupied orbital energy: -17.276 eV
- Largest force on an atom: 0.0667 Eh/bohr



Below is a molecular structure, C5H8O in a non-equilibrium geometry, with properties calculated with ωB97M-V/def2-TZVPD.

```
! wB97M-V def2-TZVPD RIJCOSX def2/J DEFGRID3
* xyz 0 1
C -0.332 -0.290 2.162
C -0.252 -0.184 0.694
C 0.164 -1.029 -0.266
C 0.043 -0.323 -1.619
C 0.280 1.195 -1.075
H 0.804 -0.349 2.455
H -0.994 -1.217 2.429
H -0.785 0.749 2.458
H 0.454 -2.081 -0.031
H -1.096 -0.489 -2.170
H 0.824 -0.628 -2.567
H -0.116 2.186 -1.836
H 1.608 1.404 -0.871
O -0.601 1.056 0.237
*
```

Calculated values
- Calculated total energy: -7358.0029 eV
- Molecular weight: 84.12 g mol⁻¹
- Highest occupied orbital energy: -8.304 eV
- Largest force on an atom: 0.0867 Eh/bohr



Below is a molecular structure, C33H33Cl3GeN3OP2Pd, with properties calculated with ωB97M-V/def2-TZVPD.

```
! wB97M-V def2-TZVPD RIJCOSX def2/J DEFGRID3
* xyz 0 2
Pd 0.179 1.281 1.218
C -0.728 0.448 -1.937
N -0.020 -0.807 -1.841
C 1.365 -0.715 -1.474
P 1.794 -0.145 0.263
C 1.618 -1.622 1.326
C 0.713 -1.565 2.384
C 0.551 -2.649 3.229
C 1.303 -3.796 3.029
C 2.215 -3.853 1.986
C 2.378 -2.774 1.136
C 3.610 -0.023 0.155
C 4.252 0.279 1.361
C 5.616 0.487 1.408
C 6.371 0.403 0.247
C 5.744 0.115 -0.953
C 4.376 -0.095 -1.007
C -0.686 -2.024 -1.884
C -1.850 -2.184 -2.647
C -2.498 -3.400 -2.710
C -2.007 -4.505 -2.036
C -0.856 -4.365 -1.282
C -0.203 -3.150 -1.208
P -1.506 0.820 -0.281
C -2.430 2.366 -0.454
C -3.615 2.559 0.259
C -4.199 3.810 0.311
C -3.605 4.883 -0.331
C -2.423 4.702 -1.033
C -1.829 3.454 -1.089
C -2.776 -0.479 -0.223
C -3.918 -0.407 -1.016
C -4.829 -1.445 -1.000
C -4.601 -2.563 -0.215
C -3.464 -2.638 0.570
C -2.555 -1.597 0.573
H -1.486 0.440 -2.725
H -0.008 1.240 -2.151
H 1.816 0.069 -2.095
H 1.874 -1.663 -1.677
H 0.132 -0.648 2.559
H -0.153 -2.599 4.049
H 1.189 -4.647 3.685
H 2.812 -4.740 1.841
H 3.088 -2.816 0.320
H 3.658 0.355 2.264
H 6.091 0.725 2.347
H 7.441 0.540 0.282
H 6.326 0.054 -1.861
H 3.927 -0.327 -1.959
H -2.269 -1.354 -3.194
H -3.406 -3.482 -3.291
H -2.516 -5.455 -2.093
H -0.470 -5.209 -0.728
H 0.672 -3.078 -0.584
H -4.066 1.729 0.786
H -5.114 3.958 0.867
H -4.046 5.865 -0.262
H -1.965 5.545 -1.530
H -0.891 3.304 -1.607
H -4.085 0.456 -1.647
H -5.720 -1.388 -1.606
H -5.310 -3.377 -0.212
H -3.283 -3.509 1.181
H -1.660 -1.643 1.182
Cl -0.650 4.585 4.437
Ge -0.584 3.618 2.445
Cl -1.673 1.669 3.006
Cl 1.509 2.569 2.787
N 3.248 3.357 0.196
C 1.957 3.426 -0.234
N 1.330 4.608 -0.001
O 1.412 2.523 -0.864
H 3.539 3.955 0.954
H 3.650 2.431 0.208
H 1.795 5.370 0.462
H 0.405 4.743 -0.373
*
```

Calculated values
- ⟨S²⟩: 0.755
- Calculated total energy: -157420.8811 eV
- Molecular weight: 834.98 g mol⁻¹
- Highest occupied orbital energy (alpha / beta): -6.646 / -7.502 eV
- Largest force on an atom: 0.0187 Eh/bohr